{"formula": "C22H16AuF2N4S3", "method": "ωB97M-V/def2-TZVPD", "multiplicity": 3, "total_charge": 1, "relative_energy_kj_mol": 26.4, "orbital_gap_ev": [7.898, 5.465], "homo_ev": [-10.47, -10.95], "max_force_ev_per_a": 0.41, "lumo_energy_ev": [-2.570, -5.487], "s_squared": 2.02, "e_tot_ev": -70660.77164, "elements": ["Au", "S", "C", "N", "C", "C", "C", "C", "C", "C", "S", "H", "H", "H", "H", "F", "C", "C", "C", "C", "C", "F", "C", "C", "C", "C", "C", "C", "N", "H", "H", "H", "H", "H", "H", "C", "N", "C", "C", "N", "C", "S", "H", "H", "H", "H", "H", "H"], "coordinates": [[-0.820, -0.913, -1.003], [-1.793, 1.219, -1.851], [-2.702, 1.179, -0.393], [-2.581, 0.164, 0.412], [-3.334, 0.327, 1.558], [-3.431, -0.574, 2.619], [-4.236, -0.250, 3.688], [-4.950, 0.956, 3.718], [-4.869, 1.857, 2.677], [-4.052, 1.533, 1.598], [-3.749, 2.448, 0.155], [-2.885, -1.506, 2.583], [-4.327, -0.935, 4.520], [-5.577, 1.181, 4.570], [-5.424, 2.785, 2.696], [0.090, -4.607, 2.798], [0.431, -4.119, 1.602], [-0.272, -3.041, 1.089], [0.080, -2.538, -0.148], [1.137, -3.102, -0.888], [1.806, -4.181, -0.313], [2.832, -4.767, -0.957], [1.476, -4.705, 0.920], [1.452, -2.519, -2.206], [2.423, -2.974, -3.099], [2.596, -2.327, -4.310], [1.808, -1.231, -4.631], [0.863, -0.829, -3.709], [0.703, -1.455, -2.547], [-1.081, -2.617, 1.668], [2.018, -5.546, 1.327], [3.028, -3.830, -2.854], [3.344, -2.685, -5.005], [1.914, -0.708, -5.569], [0.209, 0.014, -3.896], [0.806, 4.948, 0.627], [1.885, 4.017, 0.330], [3.228, 4.313, 0.293], [3.886, 3.172, -0.019], [2.927, 2.202, -0.172], [1.697, 2.710, 0.049], [0.213, 1.883, 0.005], [1.235, 5.929, 0.811], [0.260, 4.613, 1.506], [0.119, 4.999, -0.215], [3.601, 5.301, 0.493], [4.936, 2.978, -0.139], [3.082, 1.230, -0.389]], "atomic_forces_ev_per_a": [[0.1, -0.1, -0.1], [0.1, 0.0, -0.1], [-0.3, 0.3, 0.0], [0.1, -0.2, 0.1], [-0.1, 0.1, -0.1], [0.0, -0.1, 0.0], [0.0, -0.1, 0.0], [0.0, 0.1, 0.0], [0.0, 0.0, 0.0], [0.0, 0.0, -0.1], [0.0, -0.1, 0.0], [0.0, 0.0, 0.0], [0.0, 0.0, 0.0], [0.0, 0.0, 0.0], [0.0, 0.0, 0.0], [0.0, 0.0, 0.0], [0.0, 0.1, -0.1], [0.0, 0.0, 0.1], [0.0, 0.0, 0.0], [0.0, 0.0, 0.1], [-0.1, 0.0, 0.0], [0.0, 0.0, 0.0], [0.0, -0.1, 0.0], [0.0, 0.0, -0.1], [0.0, 0.0, 0.0], [0.0, 0.0, 0.0], [0.0, 0.0, 0.0], [0.0, 0.0, 0.0], [0.0, 0.0, 0.0], [0.0, 0.0, 0.0], [0.0, 0.0, 0.0], [0.0, 0.0, 0.0], [0.0, 0.0, 0.0], [0.0, 0.0, 0.0], [0.0, 0.0, 0.0], [-0.1, 0.1, 0.0], [0.0, -0.1, 0.0], [0.0, 0.0, 0.0], [0.0, 0.0, 0.0], [0.0, 0.0, 0.0], [-0.1, 0.1, -0.2], [0.1, 0.0, 0.3], [0.0, 0.0, 0.0], [0.0, 0.0, 0.0], [0.0, 0.0, 0.0], [0.0, 0.0, 0.0], [0.0, 0.0, 0.0], [0.0, 0.0, 0.0]], "lowdin_spin": [0.49, 0.42, 0.01, 0.16, 0.01, 0.01, 0.00, 0.03, 0.00, 0.03, 0.01, 0.00, 0.00, 0.00, 0.00, 0.00, 0.00, 0.03, 0.13, 0.02, 0.00, 0.00, 0.00, 0.01, 0.00, -0.01, 0.01, 0.01, 0.16, 0.01, 0.00, 0.00, 0.00, 0.00, 0.00, 0.00, 0.04, 0.03, 0.03, 0.04, 0.03, 0.28, 0.00, 0.00, 0.00, 0.00, 0.00, 0.00]}